i:
# C3H11NO4

A structure of composition C3H11NO4 (ωB97M-V with the def2-TZVPD basis set, the OMol25 dataset).

gap between HOMO and LUMO	0.35146	Eh
HOMO	-0.34212	hartree

Cartesian coordinates (Å):
C  -0.97  -1.28  0.15
C  2.10  -0.67  -0.20
N  -1.30  -0.42  -0.82
O  0.93  -1.11  -0.82
O  -0.72  -0.79  1.35
O  -1.19  -2.60  0.14
H  -0.98  -2.95  -0.73
H  -0.34  -1.49  1.91
H  -1.87  -0.84  -1.54
H  -0.09  -0.37  -1.16
H  2.77  -1.51  0.00
H  1.88  -0.17  0.76
H  2.64  0.05  -0.83
C  -0.19  2.54  0.41
O  -1.55  2.36  0.07
H  -1.67  1.44  -0.22
H  -0.06  3.57  0.74
H  0.48  2.37  -0.45
H  0.13  1.87  1.22



ii:
# C3H11NO4

A structure of composition C3H11NO4 (ωB97M-V with the def2-TZVPD basis set, the OMol25 dataset).

gap between HOMO and LUMO	0.36080	Eh
HOMO	-0.33906	hartree

Cartesian coordinates (Å):
H  -0.45  -1.53  -0.72
O  -0.33  -2.45  0.19
O  -0.45  -0.42  -1.12
H  -0.15  -2.12  1.08
H  0.48  -2.90  -0.21
C  0.32  0.54  -0.60
O  1.54  0.42  -0.80
C  -0.29  1.65  0.20
H  -0.06  2.65  -0.27
N  0.62  1.50  1.38
H  1.51  1.95  1.12
H  0.22  1.86  2.23
C  -1.73  1.40  0.63
H  -1.98  1.93  1.53
H  -2.43  1.78  -0.19
H  -1.84  0.34  0.77
O  1.59  -2.49  -1.57
H  2.48  -2.13  -1.58
H  0.95  -1.99  -2.08



Name the most stable of them. ii.



i:
# C3H11NO4

A cluster of 3 separate species, C3H11NO4 in total (ωB97M-V with the def2-TZVPD basis set, the OMol25 dataset).

gap between HOMO and LUMO	0.37574	Eh
HOMO	-0.35443	hartree
SMILES string	NC(=O)CCO.O.O

Cartesian coordinates (Å):
N  -0.79  -0.58  -1.39
C  0.40  0.10  -1.36
O  1.05  0.29  -2.37
C  0.70  0.67  0.00
C  -0.19  1.93  0.20
O  -1.45  1.52  0.80
H  -1.01  -1.17  -2.16
H  -1.43  -0.68  -0.61
H  0.43  0.00  0.81
H  1.74  0.96  0.11
H  0.17  2.64  0.94
H  -0.36  2.32  -0.80
H  -1.94  2.33  0.92
O  2.75  -2.04  0.29
H  3.39  -1.75  -0.35
H  2.67  -2.99  0.43
O  -2.37  -1.35  1.25
H  -2.21  -0.50  1.70
H  -1.55  -1.70  1.58



ii:
# C3H11NO4

A cluster of 3 separate species, C3H11NO4 in total (ωB97M-V with the def2-TZVPD basis set, the OMol25 dataset).

gap between HOMO and LUMO	0.37787	Eh
HOMO	-0.35714	hartree
SMILES string	O=CNCCO.O.O

Cartesian coordinates (Å):
O  0.35  0.15  2.28
C  0.55  -0.30  1.18
N  0.06  -1.52  0.79
C  0.16  -2.00  -0.56
C  -1.08  -1.65  -1.41
O  -0.81  -0.69  -2.41
H  1.11  0.18  0.39
H  -0.18  -2.17  1.52
H  0.97  -1.50  -1.08
H  0.36  -3.05  -0.66
H  -1.46  -2.50  -1.94
H  -1.85  -1.30  -0.71
H  -0.68  0.17  -1.99
O  2.05  2.24  1.36
H  1.50  2.06  2.14
H  1.96  3.19  1.24
O  -1.11  2.53  -1.05
H  -1.36  2.39  -0.13
H  -1.89  2.83  -1.52



Name the most stable of them. i.



i:
# C3H11NO4

A cluster of 3 separate species, C3H11NO4 in total (ωB97M-V with the def2-TZVPD basis set, the OMol25 dataset).

gap between HOMO and LUMO	0.32904	Eh
HOMO	-0.32528	hartree
SMILES string	N[C@H](C=O)CO.O.O

Cartesian coordinates (Å):
N  0.15  1.09  1.09
C  0.81  1.64  -0.06
C  -0.18  1.86  -1.21
O  -0.62  2.93  -1.51
C  2.01  0.82  -0.53
O  1.73  -0.22  -1.47
H  -0.31  1.74  1.69
H  -0.23  0.18  0.91
H  1.17  2.63  0.16
H  -0.53  0.95  -1.71
H  2.72  1.48  -1.03
H  2.56  0.39  0.31
H  1.15  -0.86  -1.05
O  -2.43  -0.95  0.67
H  -3.31  -1.30  0.85
H  -1.98  -0.94  1.52
O  -0.50  -3.81  0.42
H  -1.04  -3.61  1.19
H  -1.17  -4.02  -0.24



ii:
# C3H11NO4

A cluster of 3 separate species, C3H11NO4 in total (ωB97M-V with the def2-TZVPD basis set, the OMol25 dataset).

gap between HOMO and LUMO	0.20013	Eh
HOMO	-0.35419	hartree

Cartesian coordinates (Å):
O  -0.27  -1.79  1.62
C  0.23  -1.68  0.47
O  -0.38  -2.51  -0.53
C  0.13  -0.15  -0.07
C  0.54  0.07  -1.51
N  -1.17  0.23  0.13
H  -0.98  -3.06  0.00
H  0.87  0.41  0.58
H  -0.03  -0.62  -2.13
H  0.30  1.10  -1.77
H  1.58  -0.17  -1.69
H  -1.54  -0.31  0.93
H  -1.22  1.31  0.05
H  1.28  -2.04  0.42
H  -1.13  3.49  -0.48
O  -0.69  2.63  -0.51
H  2.02  2.82  0.91
H  0.58  2.50  0.13
O  1.49  2.13  0.50



Name the most stable of them. i.



i:
# C3H3N2OP

An isolated molecule of C3H3N2OP (ωB97M-V with the def2-TZVPD basis set, the OMol25 dataset).

gap between HOMO and LUMO	0.37796	Eh
HOMO	-0.40387	hartree
SMILES string	COP(C#N)C#N

Cartesian coordinates (Å):
C  -0.21  0.36  -0.21
O  -0.56  -0.82  -0.98
P  -1.77  -2.00  -0.59
C  -2.54  -1.68  -2.21
N  -3.08  -1.32  -3.14
C  -0.80  -3.43  -0.97
N  -0.10  -4.34  -0.95
H  0.84  0.61  -0.57
H  0.00  -0.07  0.75
H  -0.97  1.27  -0.23



ii:
# C3H3N2OP

A cluster of 2 separate species, C3H3N2OP in total (ωB97M-V with the def2-TZVPD basis set, the OMol25 dataset).

gap between HOMO and LUMO (alpha / beta)	0.21334 / 0.22858	Eh
HOMO (alpha / beta)	-0.30290 / -0.31634	hartree

Cartesian coordinates (Å):
C  0.88  -0.36  0.39
C  -1.22  -0.05  -0.26
C  0.08  0.38  -0.53
N  0.14  -1.15  1.11
N  -1.12  -0.95  0.72
O  2.71  2.16  -0.62
P  0.61  1.50  -1.77
H  1.94  -0.30  0.48
H  -2.15  0.26  -0.69
H  -1.87  -1.47  1.16



Name the most stable of them. i.



i:
# C2H14NO3

A cluster of 4 separate species, C2H14NO3 in total (ωB97M-V with the def2-TZVPD basis set, the OMol25 dataset).

gap between HOMO and LUMO	0.44726	Eh
charge	+1
HOMO	-0.54923	hartree

Cartesian coordinates (Å):
C  -1.17  -0.14  1.17
N  -0.03  0.52  0.39
C  -0.52  0.96  -0.94
H  -0.76  -1.02  1.64
H  -1.66  0.64  1.76
H  -1.97  -0.28  0.44
H  0.82  -0.06  0.20
H  0.18  1.37  0.93
H  -0.38  0.31  -1.79
H  -0.13  1.96  -1.20
H  -1.57  1.26  -0.91
H  -1.26  -3.03  -2.32
H  -0.23  -3.97  -1.61
O  -0.56  -3.08  -1.67
H  1.54  -2.42  -0.32
H  2.60  -1.28  -0.34
O  1.70  -1.50  -0.05
H  1.52  3.46  2.15
H  0.75  3.47  0.94
O  1.13  2.82  1.54



ii:
# C2H14NO3

A cluster of 4 separate species, C2H14NO3 in total (ωB97M-V with the def2-TZVPD basis set, the OMol25 dataset).

gap between HOMO and LUMO	0.44775	Eh
charge	+1
HOMO	-0.55413	hartree

Cartesian coordinates (Å):
C  -0.53  -1.36  1.08
N  0.75  -0.60  1.11
C  0.72  0.61  1.98
H  -0.38  -2.42  0.95
H  -1.17  -0.94  0.31
H  -1.00  -1.22  2.05
H  1.59  -1.14  1.32
H  0.99  -0.27  0.15
H  0.61  0.29  3.01
H  1.62  1.19  1.80
H  -0.16  1.18  1.72
H  1.66  0.70  -1.74
H  3.13  0.69  -1.25
O  2.22  0.50  -0.96
H  -0.45  0.17  -3.31
H  0.15  1.56  -3.32
O  0.34  0.66  -3.04
H  -3.95  -0.04  -1.08
H  -2.98  0.67  -0.21
O  -3.15  -0.21  -0.58



iii:
# C2H14NO3

A cluster of 4 separate species, C2H14NO3 in total (ωB97M-V with the def2-TZVPD basis set, the OMol25 dataset).

gap between HOMO and LUMO	0.42308	Eh
charge	+1
HOMO	-0.54076	hartree

Cartesian coordinates (Å):
C  0.85  -0.93  1.37
C  -0.55  -1.15  0.90
N  -1.45  -0.03  1.38
H  1.56  -1.66  0.97
H  1.18  0.04  0.97
H  1.02  -0.83  2.44
H  -0.72  -1.19  -0.16
H  -0.99  -2.06  1.25
H  -2.37  0.00  0.93
H  -1.09  0.92  1.11
H  -1.74  -0.10  2.36
H  -0.20  1.06  -2.91
H  0.89  1.47  -3.85
O  0.57  1.63  -2.95
H  -0.41  3.07  1.50
H  -0.43  2.76  -0.02
O  -0.91  2.62  0.81
H  1.85  -1.22  -2.37
H  1.52  -2.65  -2.05
O  1.43  -1.76  -1.68



Name the most stable of them. ii.